Entry 1:
Computed, not measured: a cluster of 2 separate species, C5H13NO in total, with the ωB97M-V functional and the def2-TZVPD basis.

Summary:
Electronic energy: -8929.5273 eV
HOMO level: -8.911 eV

Bonds (Å) are listed after each position.
Positions of all 20 atoms, in Å:
1 H -1.94 -1.10 1.70  C15 1.093
2 H -0.28 2.38 0.75  C13 1.091
3 H 1.70 -1.74 -0.61  C7 1.093
4 C 0.17 -0.37 0.10  C7 1.530, C11 1.543, N12 1.462, H16 1.095
5 H 1.91 0.86 -1.08  C11 1.324
6 H 1.36 2.93 0.36  C13 1.088
7 C 0.64 -1.54 -0.76  H3 1.093, C4 1.530, H10 1.090, H18 1.091
8 O 0.72 1.30 -1.61  C11 1.339
9 H -2.08 -2.06 0.22  C15 1.100
10 H 0.09 -2.45 -0.51  C7 1.090
11 C 0.83 0.96 -0.31  C4 1.543, H5 1.324, O8 1.339, C13 1.510
12 N -1.26 -0.07 0.01  C4 1.462, C15 1.456, H20 1.014
13 C 0.77 2.08 0.70  H2 1.091, H6 1.088, C11 1.510, H14 1.091
14 H 1.09 1.76 1.69  C13 1.091
15 C -2.15 -1.04 0.63  H1 1.093, H9 1.100, N12 1.456, H17 1.091
16 H 0.40 -0.56 1.15  C4 1.095
17 H -3.18 -0.70 0.51  C15 1.091
18 H 0.48 -1.31 -1.81  C7 1.091
19 H 2.25 0.57 -0.18  no bonds
20 H -1.50 0.10 -0.96  N12 1.014

---

Entry 2:
Computed, not measured: a cluster of 3 separate species, C25H40Br2N3O9P2S in total in a non-equilibrium geometry, with the ωB97M-V functional and the def2-TZVPD basis.

Summary:
Electronic energy: -218959.1748 eV
HOMO level: -11.289 eV
Charge: +1

Bonds (Å) are listed after each position.
Positions of all 82 atoms, in Å:
1 O 3.13 3.03 -7.03  C40 1.205
2 H 6.70 3.79 -6.43  C10 1.086
3 H 1.82 0.24 1.41  C17 1.091
4 H 1.45 -1.25 -1.20  C82 1.090
5 O -4.41 2.26 4.18  C25 1.424, C30 1.340
6 C 0.55 -2.90 1.38  H14 1.089, N16 1.502, C19 1.554, C57 1.549
7 Br 2.47 -4.17 -0.56  C19 1.942
8 N -0.98 1.70 -1.27  P52 1.560, H74 1.013
9 C -1.09 1.48 2.65  H12 1.083, C58 1.339, H71 1.086
10 C 5.65 3.50 -6.41  H2 1.086, H59 1.088, H73 1.088, O75 1.429
11 H 1.93 2.29 -4.06  C65 1.082
12 H -1.18 0.79 3.48  C9 1.083
13 C 2.82 1.76 -0.34  C15 1.391, C28 1.384, H44 1.084
14 H 0.60 -3.62 2.19  C6 1.089
15 C 2.25 0.73 -1.09  C13 1.391, C23 1.381, C82 1.518
16 N 1.49 -1.78 1.73  C6 1.502, C17 1.523, N54 1.430, P69 1.972
17 C 1.28 -0.54 0.87  H3 1.091, N16 1.523, C21 1.569, C82 1.521
18 H 3.50 3.79 -0.37  C28 1.082
19 C 0.69 -3.68 0.05  C6 1.554, Br7 1.942, H37 1.090, C64 1.546
20 H 0.87 -6.71 -0.59  C42 1.086
21 C -0.22 -0.10 0.89  C17 1.569, O50 1.429, P52 1.910, C58 1.508
22 H -4.16 0.26 4.68  C25 1.090
23 C 1.96 0.94 -2.42  C15 1.381, H62 1.084, C65 1.386
24 C 2.74 3.20 -2.26  C28 1.380, H38 1.081, C65 1.383
25 C -4.35 0.88 3.81  O5 1.424, H22 1.090, H35 1.089, H47 1.086
26 H 1.92 2.49 -9.34  C55 1.088
27 H -1.41 -2.62 0.48  C57 1.101
28 C 3.06 2.98 -0.94  C13 1.384, H18 1.082, C24 1.380
29 C -3.83 -2.95 1.61  C39 1.517, H60 1.087, H72 1.091, H77 1.094
30 C -5.38 2.54 5.06  O5 1.340, O48 1.326, O67 1.201
31 H 2.01 3.85 -10.47  C55 1.085
32 H -2.39 -0.18 -0.49  P52 1.405
33 H -3.16 -3.27 3.60  C39 1.090
34 H -2.93 -1.63 3.09  C39 1.091
35 H -5.28 0.57 3.33  C25 1.089
36 H 1.75 -2.70 4.87  O81 0.971
37 H 0.25 -3.09 -0.76  C19 1.090
38 H 2.91 4.16 -2.73  C24 1.081
39 C -2.87 -2.67 2.75  C29 1.517, H33 1.090, H34 1.091, O61 1.432
40 C 3.85 3.50 -7.87  O1 1.205, O45 1.329, O75 1.331
41 Br 3.08 -0.30 4.14  P69 2.205
42 C 0.07 -6.04 -0.85  H20 1.086, H56 1.092, C64 1.529, H76 1.089
43 C 3.33 -3.08 2.30  N54 1.226, S66 1.542
44 H 3.10 1.61 0.70  C13 1.084
45 O 3.51 3.81 -9.12  C40 1.329, C55 1.431
46 H -1.22 -4.66 0.10  C64 1.092
47 H -3.53 0.79 3.11  C25 1.086
48 O -5.33 3.84 5.32  C30 1.326, C70 1.434
49 H -0.04 -5.35 1.21  C64 1.091
50 O -1.07 -0.99 1.62  C21 1.429, C57 1.408
51 H 0.22 2.05 1.11  C58 1.085
52 P -1.08 0.22 -0.79  N8 1.560, C21 1.910, H32 1.405, H63 1.410
53 H -6.20 3.80 7.21  C70 1.088
54 N 2.88 -2.11 1.69  N16 1.430, C43 1.226
55 C 2.14 3.55 -9.44  H26 1.088, H31 1.085, O45 1.431, H68 1.088
56 H -0.84 -6.65 -0.90  C42 1.092
57 C -0.91 -2.38 1.43  C6 1.549, H27 1.101, O50 1.408, O61 1.381
58 C -0.35 1.25 1.56  C9 1.339, C21 1.508, H51 1.085
59 H 5.13 4.08 -5.65  C10 1.088
60 H -4.86 -2.92 1.96  C29 1.087
61 O -1.52 -3.06 2.47  C39 1.432, C57 1.381
62 H 1.51 0.14 -2.99  C23 1.084
63 H -0.56 -0.72 -1.69  P52 1.410
64 C -0.17 -4.95 0.20  C19 1.546, C42 1.529, H46 1.092, H49 1.091
65 C 2.19 2.17 -3.01  H11 1.082, C23 1.386, C24 1.383
66 S 3.90 -4.27 3.09  C43 1.542
67 O -6.15 1.75 5.52  C30 1.201
68 H 1.48 4.13 -8.80  C55 1.088
69 P 1.12 -1.10 3.54  N16 1.972, Br41 2.205, O81 1.604
70 C -6.32 4.30 6.25  O48 1.434, H53 1.088, H78 1.085, H80 1.088
71 H -1.63 2.42 2.75  C9 1.086
72 H -3.62 -3.91 1.15  C29 1.091
73 H 5.57 2.44 -6.19  C10 1.088
74 H -1.90 2.12 -1.34  N8 1.013
75 O 5.14 3.79 -7.71  C10 1.429, C40 1.331
76 H 0.20 -5.62 -1.85  C42 1.089
77 H -3.74 -2.19 0.82  C29 1.094
78 H -6.16 5.36 6.37  C70 1.085
79 H 2.95 -1.12 -0.37  C82 1.090
80 H -7.32 4.12 5.86  C70 1.088
81 O 1.04 -2.55 4.23  H36 0.971, P69 1.604
82 C 1.98 -0.64 -0.48  H4 1.090, C15 1.518, C17 1.521, H79 1.090

---

Entry 3:
Computed, not measured: the molecule C7H10, with the ωB97M-V functional and the def2-TZVPD basis.

Summary:
Electronic energy: -7417.0782 eV
HOMO level: -8.415 eV

Bonds (Å) are listed after each position.
Positions of all 17 atoms, in Å:
1 C 1.46 -0.59 -0.87  H5 1.095, C11 1.516, H12 1.102, H13 1.097
2 H -0.60 1.05 2.20  C9 1.107
3 H -2.11 -0.99 0.91  C14 1.106
4 H 0.42 0.98 -2.03  C11 1.089
5 H 2.43 -0.23 -1.23  C1 1.095
6 C -0.22 1.22 0.06  C9 1.522, C11 1.511, H16 1.088, C17 1.511
7 C -0.18 -0.80 1.50  C9 1.500, C14 1.501
8 H -1.88 0.39 -1.27  C17 1.088
9 C 0.11 0.67 1.44  H2 1.107, C6 1.522, C7 1.500, H10 1.097
10 H 1.11 0.92 1.84  C9 1.097
11 C 0.36 0.43 -1.09  C1 1.516, H4 1.089, C6 1.511, C17 1.506
12 H 1.59 -0.84 0.19  C1 1.102
13 H 1.23 -1.54 -1.39  C1 1.097
14 C -1.15 -1.01 0.37  H3 1.106, C7 1.501, H15 1.097, C17 1.523
15 H -1.09 -2.01 -0.06  C14 1.097
16 H -0.44 2.27 -0.06  C6 1.088
17 C -1.04 0.15 -0.62  C6 1.511, H8 1.088, C11 1.506, C14 1.523